Formula: C39H91N13O13
Source: the Open Molecules 2025 dataset
Level of theory: ωB97M-V/def2-TZVPD

Energy above the lowest of the compared OMol25 structures with the same formula, charge and spin in kJ/mol: 794.91
HOMO energy in eV: -8.74
E in eV: -87906.82336

Last column: Löwdin charge in e.
Element x y z (Å)
C 3.2007 -0.5742 2.4212  -0.3146
O 3.3735 -0.9275 1.2871  0.0086
N 3.3389 -1.3416 3.5655  -0.1621
C 3.2829 -0.7419 4.8657  -0.0711
C 3.7864 -2.7199 3.5710  -0.0360
H 2.8679 0.4117 2.7220  0.1124
H 4.1341 -0.9531 5.4899  0.0855
H 2.3586 -1.0584 5.4188  0.0994
H 3.2523 0.3325 4.8748  0.0688
H 3.1815 -3.3493 4.2239  0.0932
H 3.5743 -3.2041 2.6433  0.0595
H 4.8312 -2.7702 3.7940  0.0880
C 0.2641 -2.7056 -4.7174  -0.3199
O -0.7644 -2.1427 -5.0972  -0.0212
N 1.3862 -2.9614 -5.4136  -0.2063
C 2.6328 -3.3669 -4.8383  -0.0501
C 1.4885 -2.6091 -6.7948  -0.0712
H 0.3193 -3.1325 -3.6439  0.1374
H 2.4442 -3.6920 -3.8103  0.0583
H 3.2888 -2.5211 -4.9507  0.0843
H 3.0440 -4.1876 -5.4095  0.0871
H 0.4720 -2.4023 -7.1865  0.0922
H 2.0464 -1.6910 -6.9460  0.0780
H 1.9702 -3.4410 -7.4090  0.1127
C -1.2116 0.9835 -3.6654  -0.3434
O -1.0971 0.5685 -2.4882  -0.0685
N -0.2967 0.9391 -4.6120  -0.1493
C -0.5766 1.4092 -6.0089  -0.0207
C 1.1366 0.6090 -4.3522  -0.0134
H -2.1781 1.3840 -4.0564  0.1237
H -1.6310 1.4846 -6.2404  0.0797
H -0.0410 0.7965 -6.6756  0.0587
H -0.0808 2.4140 -6.0624  0.1011
H 1.2349 0.2455 -3.2983  0.0890
H 1.5937 -0.1684 -4.9772  0.0682
H 1.7086 1.5975 -4.4213  0.1145
C -4.5007 1.8945 2.6317  -0.2909
O -3.9721 1.5627 3.6966  -0.0212
N -4.8493 1.0059 1.6462  -0.2120
C -5.4855 1.4915 0.4928  -0.0922
C -4.4853 -0.3618 1.7215  -0.0464
H -4.7769 2.9311 2.3872  0.1361
H -5.6738 2.5364 0.6424  0.0765
H -6.4898 1.0743 0.3954  0.0997
H -4.9707 1.4096 -0.4493  0.0691
H -5.2939 -1.0863 1.4408  0.0971
H -3.6681 -0.4551 0.9394  0.1057
H -4.0182 -0.5542 2.7015  0.0866
C -0.1317 3.9959 -1.0855  -0.3440
O -0.1461 3.6174 -2.2472  -0.0279
N -1.0395 3.6985 -0.1302  -0.1659
C -1.0260 4.2979 1.1912  -0.0491
C -2.2994 2.9850 -0.4176  -0.0265
H 0.7841 4.5937 -0.7476  0.1399
H -1.1073 3.6305 2.0435  0.0631
H -1.8163 5.0305 1.1687  0.0915
H -0.0284 4.7175 1.2689  0.0735
H -3.0973 3.7631 -0.3862  0.0899
H -2.1895 2.6219 -1.4738  0.0793
H -2.4229 2.0971 0.1620  0.0725
C -4.3272 3.7222 -2.8985  -0.3673
O -5.0247 3.9419 -1.9355  -0.0064
N -3.4166 4.5947 -3.3824  -0.1983
C -3.0389 5.7329 -2.5626  -0.0297
C -2.5166 4.3052 -4.4516  -0.0849
H -4.4698 2.8122 -3.5510  0.1444
H -2.1324 5.4729 -2.0142  0.0724
H -3.8136 5.9416 -1.8435  0.0825
H -2.8491 6.5755 -3.2852  0.1113
H -1.4711 4.2528 -3.9831  0.0962
H -2.7711 3.3719 -4.9455  0.0563
H -2.5536 5.1237 -5.2433  0.1081
C 2.9360 3.0164 0.9056  -0.3399
O 2.4029 4.0826 1.1902  -0.0121
N 3.7084 2.7593 -0.2015  -0.1460
C 3.7714 3.8509 -1.2347  -0.0126
C 4.4242 1.5283 -0.5240  -0.0629
H 3.0122 2.2619 1.6627  0.1041
H 3.0750 4.6319 -0.9816  0.0629
H 3.5176 3.4442 -2.2291  0.1004
H 4.6879 4.3250 -1.2119  0.0577
H 4.6077 0.8603 0.3448  0.0786
H 3.8892 0.9251 -1.3280  0.0779
H 5.3608 1.8249 -1.0250  0.0883
C 4.1910 -1.5685 -2.0337  -0.3390
O 4.0804 -0.6088 -2.7910  -0.0367
N 5.3373 -1.9714 -1.4845  -0.1708
C 5.3138 -3.0511 -0.5159  -0.0452
C 6.5432 -1.2274 -1.6303  -0.0594
H 3.3127 -2.1606 -1.8022  0.1173
H 5.3818 -2.6037 0.5146  0.0940
H 6.1590 -3.7195 -0.6450  0.0829
H 4.4268 -3.6571 -0.6130  0.0697
H 6.4246 -0.6933 -2.6058  0.1039
H 6.7664 -0.4359 -0.9344  0.0760
H 7.4517 -1.8188 -1.7192  0.0878
C -0.1817 -2.7736 6.4700  -0.3219
O 0.8194 -3.4695 6.1859  -0.0493
N -1.2823 -2.5862 5.7109  -0.1938
C -1.3620 -3.1478 4.4227  -0.0731
C -2.2496 -1.5665 6.1012  -0.0473
H -0.1344 -2.1338 7.3948  0.1368
H -2.0704 -3.9771 4.3917  0.0936
H -0.3130 -3.3931 4.0580  0.1062
H -1.7335 -2.4085 3.7076  0.0592
H -2.4590 -0.8618 5.2701  0.0839
H -3.1980 -2.0125 6.3980  0.0823
H -1.8504 -1.0918 7.0249  0.0856
C -4.0363 -3.0136 -0.5546  -0.3954
O -3.2926 -3.7338 0.0355  0.0060
N -3.7375 -2.2919 -1.6431  -0.1704
C -2.5116 -2.6044 -2.3712  -0.0525
C -4.7368 -1.3998 -2.2855  -0.0144
H -5.0623 -2.8434 -0.2101  0.1279
H -1.9515 -1.6439 -2.4517  0.0671
H -2.6825 -2.9805 -3.4070  0.0975
H -1.8521 -3.2652 -1.7210  0.0860
H -5.5214 -2.0437 -2.6690  0.0830
H -5.1593 -0.6403 -1.6178  0.0694
H -4.2030 -1.0226 -3.1591  0.0861
C 0.8802 -4.7145 -1.5392  -0.3227
O 1.9036 -4.1155 -1.9319  -0.0618
N 0.5306 -4.9159 -0.2725  -0.1649
C -0.7422 -5.5798 0.0126  -0.0480
C 1.4769 -4.6612 0.8040  -0.0324
H 0.1062 -5.0093 -2.2829  0.1363
H -1.1337 -5.9864 -0.9485  0.0936
H -1.4936 -4.8397 0.3900  0.0683
H -0.7299 -6.4501 0.6928  0.0940
H 2.0317 -5.5309 0.9542  0.0771
H 2.0279 -3.7135 0.6640  0.0733
H 0.9237 -4.4474 1.7270  0.0901
C -1.0106 4.0883 4.8221  -0.3371
O -0.4431 4.9996 4.2743  0.0126
N -0.3744 3.0884 5.5230  -0.1866
C -1.1675 1.9289 6.0543  -0.0352
C 0.9511 3.2621 5.9874  -0.0675
H -2.0558 3.9117 4.6069  0.1235
H -0.6141 1.0174 5.8449  0.0647
H -2.2189 1.9376 5.6552  0.0880
H -1.2394 2.0503 7.1242  0.0715
H 1.5574 2.3515 5.7980  0.0895
H 1.3613 4.0798 5.4216  0.0807
H 0.9540 3.5145 7.0354  0.0859
C -0.3402 0.3804 2.2170  -0.3167
O -0.7721 -0.2090 3.1885  -0.0114
N -0.0767 -0.1213 0.9588  -0.1610
C 0.7352 0.6621 0.0068  -0.0387
C -0.2103 -1.4907 0.6275  -0.0415
H -0.1827 1.5148 2.3117  0.1439
H 1.7095 0.1412 -0.2765  0.0989
H 0.9458 1.6419 0.3622  0.0450
H 0.1758 0.7164 -0.9430  0.0575
H 0.7991 -1.9231 0.6646  0.0756
H -0.9123 -1.9969 1.3515  0.1065
H -0.6188 -1.5297 -0.3720  0.0779